ORCA calculation (ωB97M-V with the def2-TZVPD basis set) on a cluster of 15 separate species, C4H40NO15S in total at a distorted geometry.

Geometry (Å):
1 C 1.4929 -0.4596 -0.7215
2 O 1.1327 0.5274 -1.6813
3 C 0.3283 -0.5525 0.2472
4 C 0.3049 -1.6504 1.3190
5 C 1.1121 -1.5221 2.6463
6 S 2.7849 -1.0098 2.4157
7 N -0.9740 -0.6147 -0.4969
8 H 2.5552 -0.3887 -0.5003
9 H 1.3778 -1.3655 -1.3345
10 H 1.0654 1.4261 -1.3277
11 H 0.1083 0.3747 0.8045
12 H 0.7179 -2.4927 0.7581
13 H -0.7202 -1.8656 1.6180
14 H 1.0105 -2.5240 3.0619
15 H 0.6226 -0.8563 3.3728
16 H 3.4413 -2.0560 2.9923
17 H -0.8949 0.0080 -1.3159
18 H -1.1890 -1.5849 -0.7897
19 H -1.7333 -0.2426 0.0719
20 H 1.9199 3.6613 3.2139
21 H 0.5485 3.0807 3.1486
22 O 1.4694 2.8319 3.0539
23 H -0.4359 4.0045 0.3657
24 H -0.2831 3.2385 1.7976
25 O -0.5252 3.1990 0.8722
26 H -0.1004 2.4590 -3.9785
27 H -0.2860 3.4670 -2.8895
28 O -0.7897 2.8321 -3.4132
29 H 2.6092 -3.8282 -0.4985
30 H 1.1035 -4.5611 -0.4026
31 O 1.7356 -4.0148 -0.8614
32 H -2.5682 -0.6293 -3.9888
33 H -1.7307 -1.7545 -3.4072
34 O -1.7727 -0.7974 -3.4743
35 H 3.0478 2.3653 -2.1950
36 H 2.2934 3.6172 -1.7664
37 O 2.2067 2.8152 -2.3016
38 H 4.5508 -2.6920 -1.1705
39 H 3.2280 -2.1232 -1.8764
40 O 3.7026 -2.2547 -1.0524
41 H -2.3988 0.6439 2.9192
42 H -3.2109 0.2945 4.2104
43 O -2.4198 0.7228 3.8786
44 H -0.5974 -3.8605 -2.1518
45 H -0.7425 -5.2063 -1.2311
46 O -1.1355 -4.4093 -1.5820
47 H -1.7736 2.0855 -2.2241
48 H -3.1998 1.8953 -1.6094
49 O -2.2773 1.6414 -1.5061
50 H -3.5409 -2.5371 -0.4631
51 H -2.4677 -3.3418 -1.1609
52 O -2.8425 -2.4409 -1.1185
53 H -4.1173 3.0752 1.0790
54 H -3.3915 2.0245 0.3850
55 O -4.2693 2.1689 0.7738
56 H 2.9917 2.7157 -0.2475
57 H 2.8097 3.3928 1.1424
58 O 2.8989 3.5547 0.2031
59 H -3.8360 -1.1166 1.3142
60 H -3.7988 0.4250 1.2517
61 O -3.2586 -0.3618 1.4586

Forces on the atoms, in the same order (eV/Å):
C -1.789 0.003 -2.210
O -0.055 -0.241 0.033
C -1.189 1.753 2.742
C 0.809 -0.255 -1.236
C -1.105 -0.691 -0.331
S 0.196 -0.046 0.159
N 1.730 -0.651 -0.690
H -0.205 0.045 1.152
H 0.375 -0.197 0.306
H 0.372 0.068 0.001
H 1.062 0.330 -0.225
H -0.194 -0.558 0.474
H 0.007 0.029 0.067
H 0.632 0.081 0.343
H 0.187 0.401 -0.239
H -0.144 0.173 -0.082
H -0.323 -0.257 -0.231
H -0.636 0.692 -0.028
H -0.453 -0.308 0.154
H 0.343 0.319 0.302
H -0.068 -0.140 0.656
O 0.068 -0.258 -0.231
H 0.257 0.510 0.625
H 0.082 0.919 -0.683
O -0.646 -1.521 -0.513
H -0.209 -0.225 -0.069
H -0.100 0.149 -0.097
O 0.447 0.201 0.142
H -0.296 -0.471 0.455
H 0.704 -0.361 0.735
O -0.651 0.830 -1.156
H -0.048 0.068 0.003
H -0.215 -0.061 -0.162
O 0.333 0.002 0.125
H 0.208 -0.048 -0.462
H 0.077 0.125 -0.222
O -0.262 0.426 0.196
H 0.006 0.113 -0.676
H 0.499 -0.354 -0.400
O 0.153 0.086 1.108
H -0.583 -0.314 0.335
H -0.155 -0.057 -0.276
O 0.960 0.413 0.244
H 0.832 -0.739 -0.103
H 0.495 -0.123 -0.582
O -1.152 0.505 0.506
H -0.187 -0.141 -0.062
H 0.004 -0.007 -0.325
O -0.046 0.045 0.414
H -0.216 0.154 -0.189
H -0.040 -0.033 -0.227
O -0.077 -0.498 0.402
H -0.640 -0.051 0.331
H 0.011 -0.055 -0.351
O 0.989 0.189 -0.172
H 0.007 -0.290 0.437
H -0.097 -0.267 0.145
O 0.090 0.520 -0.162
H -0.105 0.026 0.139
H -0.255 -0.011 0.235
O 0.204 0.056 -0.577

The net charge is +2. As for the energy above the lowest of the compared OMol25 structures with the same formula, charge and spin: 0.0 kcal/mol. As for the spin multiplicity: 2.

Results of the natural (NBO) charge analysis, in e, for atoms 1 through 5: -0.117, -0.727, -0.092, -0.415, -0.639

***

ORCA calculation (ωB97M-V with the def2-TZVPD basis set) on an isolated molecule of C5H9NO2 at a distorted geometry.

Geometry (Å):
1 C 0.5166 -0.4111 -0.0269
2 C 0.8827 0.5096 1.0761
3 C -0.2240 0.8613 -0.7999
4 C -1.6668 0.3319 -0.5173
5 C -0.3476 -1.5157 0.2360
6 H 1.9246 -1.9017 -0.4678
7 H 0.3449 0.3855 1.9897
8 H 1.9585 0.6722 1.0040
9 H 1.0182 2.5222 -0.2090
10 H -0.0694 1.1226 -1.8383
11 H -2.2268 0.1882 -1.4374
12 H -2.1310 1.2717 0.1714
13 H -0.5717 -2.4638 -0.4859
14 H 0.1888 -1.7490 1.2155
15 N 0.1527 1.8816 0.3131
16 O 1.9057 -0.8035 -0.6906
17 O -1.6554 -0.9019 0.4676

Forces on the atoms, in the same order (eV/Å):
C 4.057 3.216 -5.614
C -0.768 3.708 -1.592
C -0.782 -2.641 3.003
C -0.562 2.768 3.327
C -2.371 -2.574 1.040
H 0.228 4.603 -1.132
H 0.211 -0.090 0.852
H -0.228 -0.137 0.949
H -2.809 -2.450 2.230
H 0.307 -0.049 -0.034
H -0.231 -0.630 0.264
H 0.689 -2.861 -1.975
H 1.419 2.376 1.448
H -1.633 -1.275 -0.572
N 3.850 -1.290 -2.172
O -2.860 -4.544 2.085
O 1.483 1.868 -2.107

The net charge is 0. As for the energy above the lowest of the compared OMol25 structures with the same formula, charge and spin: 141.9 kcal/mol. As for the SMILES: O[C@@]12CN[C@@H]1COC2.

Results of the natural (NBO) charge analysis, in e, for atoms 1 through 5: 0.213, -0.258, -0.115, -0.118, -0.142

***

- Number 2 is which compound?
  C5H9NO2

***

- Look up the energy above the lowest of the compared OMol25 structures with the same formula, charge and spin of the first one.
  0.0 kcal/mol